Molecular formula: C78H65N13O26
Method: DFT, the ωB97M-V functional and the def2-TZVPD basis

Structure (XYZ):
```
182
Properties=species:S:1:pos:R:3:forces:R:3
C -5.48143 2.27451 -0.63472 -1.060 -1.564 1.541
C -6.60150 2.39508 -1.46386 0.975 -1.019 -0.726
C -7.54285 1.36765 -1.59098 -1.104 -0.285 -0.499
C -7.63383 0.31002 -0.69474 2.059 1.138 2.198
C -6.59021 0.27658 0.26645 -0.272 0.407 0.289
C -5.49698 1.17953 0.29985 -1.376 0.103 -1.607
N -8.81394 -0.55503 -0.45081 -1.578 -1.552 -1.611
O -9.75920 -0.47083 -1.27845 2.073 0.218 1.769
O -8.80866 -1.38889 0.47111 0.394 1.839 -1.367
H -4.68565 3.00464 -0.62871 0.040 0.050 0.025
H -6.63005 3.18382 -2.20107 -0.069 0.127 -0.003
H -8.21986 1.34890 -2.43224 -0.351 0.481 0.072
H -6.73412 -0.38941 1.10440 0.289 -0.337 -0.039
H -4.74693 0.99248 1.05407 0.194 0.304 -0.066
C 1.16254 -1.16231 1.10521 -2.035 2.301 -0.396
C 1.75973 0.00268 0.59144 0.177 -2.373 0.549
C 1.02242 1.11644 0.31448 0.385 2.066 0.126
C -0.32643 1.25988 0.63382 0.959 -3.586 -0.862
C -1.00315 0.05083 0.92260 0.080 1.738 0.576
C -0.26631 -1.05107 1.26399 1.897 -2.161 -0.553
N -1.05164 2.46507 0.50387 -1.394 -0.750 -0.178
O -2.26142 2.39141 0.27229 0.522 0.311 -0.125
O -0.44993 3.46729 0.74017 0.617 1.770 0.026
H 1.69111 -2.08935 1.27137 -0.066 0.107 0.174
H 2.81868 -0.01656 0.38015 0.052 0.167 -0.215
H 1.61874 1.88087 -0.16139 -0.408 0.696 0.135
H -2.08077 0.11955 0.94323 -0.075 -0.503 0.266
H -0.70864 -2.00943 1.49267 -0.657 0.197 0.196
C -2.18305 2.20975 3.56804 0.883 0.740 0.545
C -1.25284 3.17473 4.00937 -0.523 -0.455 0.932
C -1.35211 3.83694 5.29601 0.686 -1.226 -3.790
C -2.44237 3.48866 6.01596 -1.408 -0.540 0.330
C -3.38693 2.51336 5.57921 -0.041 0.853 0.711
C -3.23595 1.83791 4.39678 0.370 0.547 0.005
N -2.71675 4.25891 7.22309 -2.707 1.271 2.339
O -1.86781 4.94611 7.74685 1.147 -0.412 -0.814
O -3.87433 4.28302 7.70763 1.300 -1.023 -1.503
H -2.13810 1.76845 2.58334 0.286 0.003 0.139
H -0.39205 3.39647 3.39597 -0.090 0.204 -0.163
H -0.62417 4.62788 5.40045 -0.254 -0.015 0.961
H -4.32818 2.38103 6.09198 0.284 0.016 0.602
H -3.95289 1.08455 4.10546 -0.022 0.031 -0.080
C 2.47466 7.60598 -1.04720 -0.990 -0.149 0.755
C 2.43310 6.51691 -0.17452 -0.723 0.570 -0.036
C 1.38593 6.40679 0.75111 0.116 -0.161 0.284
C 0.47396 7.42434 0.86196 1.183 0.767 -0.648
C 0.60480 8.60462 0.08599 -2.316 -1.239 0.600
C 1.49972 8.66636 -0.91955 2.353 -1.523 -1.080
N -0.61684 7.33857 1.81335 -2.072 4.466 -0.182
O -1.36069 8.39410 1.85135 1.637 -2.990 0.046
O -0.77121 6.40119 2.52634 0.110 -1.186 0.389
H 3.20043 7.50750 -1.84090 0.014 0.648 -0.170
H 3.14296 5.70436 -0.22206 0.114 0.038 -0.228
H 1.26778 5.53821 1.38201 0.089 -0.132 -0.013
H -0.26588 9.24095 0.14419 0.387 0.568 0.085
H 1.46108 9.43503 -1.67721 0.079 0.206 0.174
C -6.53901 -3.93168 -3.10570 0.209 4.505 -1.943
C -5.65293 -2.83114 -3.20900 1.432 -1.751 1.517
C -4.44635 -2.87572 -2.45562 -1.095 -0.066 0.291
C -4.11712 -4.00506 -1.66013 -1.849 0.299 -1.469
C -5.03400 -5.12093 -1.68444 1.532 2.186 1.218
C -6.25557 -4.98404 -2.34086 1.006 -2.771 0.376
N -2.87746 -3.98614 -0.78154 -2.858 0.232 -1.550
O -2.30572 -2.94478 -0.61804 0.587 0.611 0.066
O -2.66364 -5.03773 -0.27397 1.173 -1.493 1.187
H -7.44138 -3.69539 -3.65004 -0.470 -1.053 0.021
H -5.82661 -1.97926 -3.84972 -0.266 0.029 0.121
H -3.95318 -1.91649 -2.40025 0.863 -0.294 0.037
H -4.84665 -5.91480 -0.97657 0.089 -0.364 -0.369
H -6.87514 -5.86302 -2.44051 -0.335 -0.034 0.566
C -2.61260 0.60472 -2.85369 -0.306 0.128 0.273
C -1.35784 0.00945 -2.84124 -0.013 -1.225 -1.323
C -1.04029 -0.92752 -3.85211 -0.888 0.184 -0.831
C -1.94941 -1.21391 -4.94035 1.776 0.663 3.343
C -3.19342 -0.59125 -4.87787 -0.407 0.325 -0.207
C -3.51121 0.34164 -3.86976 0.605 -1.167 -0.683
N -1.61755 -2.29752 -5.90645 0.790 0.011 0.060
O -0.51717 -2.90440 -5.95432 -2.467 1.745 0.586
O -2.56021 -2.48035 -6.63682 0.144 -1.004 -0.921
H -2.97030 1.18327 -2.01481 0.300 0.381 0.102
H -0.64201 0.17103 -2.04885 -0.066 0.023 0.131
H -0.12259 -1.49216 -3.77851 0.155 0.030 -0.181
H -4.01130 -0.81340 -5.54728 0.350 -0.199 -0.416
H -4.51507 0.73980 -3.88131 0.017 0.208 0.151
C -6.87454 -4.97706 2.26304 -0.483 -0.002 -2.088
C -6.41132 -4.96369 3.53788 -0.332 -1.216 -0.309
C -5.44305 -4.10153 3.88289 2.260 1.321 1.091
C -4.88113 -3.17426 2.96337 -1.060 -0.582 0.206
C -5.41556 -3.14604 1.68095 0.403 -0.026 0.120
C -6.40626 -4.06343 1.31360 0.062 0.142 0.703
N -3.92208 -2.10377 3.40485 -1.171 1.088 0.222
O -3.57510 -1.19329 2.65558 -0.242 -1.231 -0.687
O -3.71505 -2.04073 4.59008 0.434 -0.763 0.687
H -7.54208 -5.77755 1.98018 -0.332 0.182 -0.230
H -6.68902 -5.76592 4.20549 -0.196 0.208 0.253
H -5.10997 -4.32197 4.88632 0.689 1.015 0.119
H -5.01110 -2.43279 0.97804 -0.090 0.115 -0.148
H -6.81385 -4.02421 0.31423 0.042 -0.112 -0.026
C 6.16847 -5.82652 2.13174 0.939 0.481 -1.054
C 4.98351 -6.43259 2.35895 -2.196 -1.931 0.833
C 3.80328 -6.12121 1.74344 -0.656 1.723 -2.501
C 3.86641 -5.18239 0.69177 -0.466 -0.964 1.694
C 5.07948 -4.56832 0.37118 -0.176 0.488 0.554
C 6.25448 -4.84035 1.12992 -1.216 -0.910 -0.032
N 2.54635 -4.82725 0.00629 1.596 0.825 -1.583
O 1.65413 -5.60018 -0.19047 -0.141 -1.600 1.232
O 2.53390 -3.72837 -0.50438 0.454 1.199 0.279
H 7.00172 -6.28338 2.64494 0.478 0.579 -0.058
H 4.82525 -7.33659 2.92829 0.877 0.071 0.843
H 2.84159 -6.58148 1.91579 0.112 -0.291 0.305
H 4.99762 -3.80960 -0.39304 0.528 0.085 -0.160
H 7.22770 -4.42183 0.91997 -0.192 0.341 -0.275
C -1.63541 5.35728 -1.33123 -0.960 -0.478 -2.001
C -2.96110 5.33751 -1.85036 0.725 0.296 -0.555
C -3.26189 4.89524 -3.15979 0.469 -0.115 0.430
C -2.23099 4.54368 -4.01796 1.192 -0.516 1.178
C -0.89442 4.59562 -3.52231 -1.168 0.395 -1.733
C -0.60756 4.99869 -2.23554 -0.612 -0.209 0.769
N -2.52429 3.96668 -5.35004 0.327 -0.810 -3.164
O -3.74297 3.78675 -5.63226 3.463 0.361 0.660
O -1.54157 3.69774 -6.18436 -3.808 1.090 3.575
H -1.39681 5.59249 -0.30452 -0.204 0.160 -0.068
H -3.80632 5.78975 -1.35288 0.075 -0.326 0.683
H -4.28717 4.77310 -3.47647 -0.042 0.276 -0.050
H -0.14073 4.44227 -4.28050 0.378 -0.365 0.310
H 0.42189 4.96947 -1.91032 0.072 0.152 0.005
C 7.31162 -1.06923 4.35232 0.600 2.233 0.050
C 7.56615 0.21275 3.77281 0.295 -1.363 2.086
C 6.87957 0.61604 2.67778 0.890 1.499 -1.435
C 6.14431 -0.27794 1.98234 -1.421 -0.051 -0.807
C 5.87293 -1.51822 2.53654 -0.901 -0.218 -1.740
C 6.44498 -1.90437 3.71982 0.127 -0.850 -0.408
N 5.56645 0.14190 0.62029 -2.259 -1.184 -1.434
O 5.06912 -0.82284 -0.00455 1.134 1.213 1.090
O 5.44798 1.29115 0.15317 1.249 -1.680 2.064
H 7.70853 -1.28221 5.33390 0.401 -0.274 -0.158
H 8.31865 0.84444 4.22127 -0.217 0.215 0.177
H 6.98786 1.58383 2.21081 0.314 0.271 0.222
H 5.20756 -2.21472 2.04811 0.048 0.064 -0.271
H 6.31827 -2.94522 3.97859 -0.289 0.079 0.594
C 6.97981 2.96937 -5.04191 0.687 0.150 1.506
C 5.95568 3.59760 -5.69161 -3.520 0.098 -0.093
C 4.66810 3.79132 -5.06839 1.094 -0.807 2.346
C 4.48531 3.31466 -3.72255 0.372 2.073 -2.706
C 5.59444 2.79854 -3.07088 -1.090 -0.030 1.183
C 6.81062 2.67466 -3.67209 0.082 -0.460 -0.923
N 3.17561 3.56400 -3.00981 1.070 0.207 -0.974
O 2.43101 4.49664 -3.32473 1.050 -1.129 0.141
O 2.98636 2.76270 -2.13276 -0.853 -0.044 0.866
H 7.94556 2.79040 -5.49102 -0.045 -0.028 -0.260
H 5.87015 3.82807 -6.74326 0.966 0.150 -0.162
H 3.85243 4.34545 -5.50887 0.057 -0.166 -0.399
H 5.56746 2.45779 -2.04640 -0.524 0.092 0.130
H 7.51052 2.18304 -3.01265 0.721 0.130 -0.586
C 2.85661 0.19083 -4.05228 -0.867 -0.015 2.033
C 3.32642 0.22150 -5.32770 0.048 0.943 -0.697
C 4.67488 0.10305 -5.56121 1.243 -1.307 -0.962
C 5.55269 -0.23963 -4.55348 -1.981 0.576 1.577
C 5.03820 -0.29988 -3.22635 -0.441 -0.485 0.114
C 3.66511 -0.08556 -2.94848 1.896 0.007 -1.761
N 6.93970 -0.55443 -4.81012 2.290 -2.025 1.525
O 7.70710 -0.44579 -3.82426 -1.129 0.471 -1.496
O 7.30643 -1.13104 -5.83719 -1.102 1.402 0.571
H 1.82987 0.41804 -3.80614 -0.340 -0.085 -0.414
H 2.67145 0.47857 -6.14704 -0.089 -0.132 -0.058
H 5.08070 0.06065 -6.56117 -0.123 0.335 -0.249
H 5.64197 -0.61388 -2.38775 0.375 0.178 -0.164
H 3.28713 -0.09764 -1.93686 0.088 -0.104 -0.057
C 1.94668 -6.92402 7.20355 -1.719 -0.493 0.001
C 0.74499 -6.58608 6.62582 0.351 0.372 -1.509
C 0.74630 -5.67107 5.51824 -2.876 -2.005 1.923
C 1.86706 -5.09336 5.08148 2.335 1.411 -0.045
C 3.10810 -5.45591 5.64637 -0.803 -0.210 0.182
C 3.07680 -6.39240 6.69082 2.132 1.167 -0.499
N 1.79769 -3.92073 4.09197 0.537 -1.432 0.354
O 1.11204 -4.10456 3.10457 0.043 0.390 0.233
O 2.47425 -2.93981 4.33829 -0.391 -0.502 -0.171
H 2.03155 -7.65483 7.99419 -0.211 0.059 0.147
H -0.15286 -7.11631 6.90711 -0.232 0.351 0.022
H -0.24232 -5.52309 5.10942 0.142 0.550 -0.402
H 4.01932 -5.03412 5.24866 0.083 0.060 0.217
H 3.94435 -6.70850 7.25102 0.701 0.280 -0.591
```
Forces are in eV/Å.

Values from the calculation:
- gap between HOMO and LUMO (eV) = 8.148
- maximum force (eV Å⁻¹) = 5.336
- total charge = 0
- HOMO energy (eV) = -9.42